This record from OMol25 describes a gas-phase ion, C7H15N2 (charge +1) in a non-equilibrium geometry. The level of theory is ωB97M-V with the def2-TZVPD basis set.

SMILES: C=C(C)C(C)(C)/[NH+]=C\N
Relative energy (zero: lowest compared OMol25 entry of this formula, charge and spin), eV: 1.634
Kohn-Sham gap, Eh: 0.370
Lowest unoccupied orbital energy, eV: -3.669
Electronic energy, Eh: -384.9367
Net charge: +1

Element x y z (Å)
N1 1.25971 0.94524 0.40103
N2 -0.04016 2.11632 -1.11043
C1 0.57948 -0.34767 0.22746
C2 1.08508 -1.39278 1.29298
C3 -0.92214 -0.23555 0.37162
C4 -1.78460 -0.80557 -0.66101
C5 0.97074 -0.98766 -1.16851
C6 0.77140 2.08771 -0.11744
C7 -1.38668 0.44924 1.33867
H1 0.31501 -2.21339 1.52345
H2 1.87931 0.98967 1.20982
H3 0.79169 -0.30196 -2.01115
H4 0.40211 -1.90002 -1.45843
H5 1.16370 2.95778 0.24824
H6 -0.31521 2.95676 -1.63272
H7 1.43500 -0.89102 2.23537
H8 -0.78742 1.31984 -1.11636
H9 -1.66413 -1.83418 -0.75800
H10 1.95250 -1.93000 0.80192
H11 -2.43568 0.35410 1.67744
H12 -2.89141 -0.70988 -0.35435
H13 -0.79134 0.89549 2.11592
H14 1.95025 -1.19632 -1.40816
H15 -1.53721 -0.32614 -1.64735

This record from OMol25 describes a single C4H8O2 molecule in a non-equilibrium geometry. The level of theory is ωB97M-V with the def2-TZVPD basis set.

SMILES: C=C(CO)OC
Relative energy (zero: lowest compared OMol25 entry of this formula, charge and spin), eV: 2.655
Kohn-Sham gap, Eh: 0.387
Lowest unoccupied orbital energy, eV: 0.891
Electronic energy, Eh: -307.6148

Element x y z (Å)
O1 -0.09839 -1.91280 0.82978
O2 -0.17440 0.76593 0.80038
C1 -0.42436 0.06423 -0.50555
C2 -0.84174 -1.30759 -0.19370
C3 -0.53090 0.79177 -1.61371
C4 1.21287 0.94928 1.04505
H1 -0.83139 0.34338 -2.55471
H2 1.73138 -0.00904 1.17836
H3 -0.32192 1.85595 -1.59156
H4 1.69828 1.50976 0.23500
H5 -0.50765 -1.75840 -1.22089
H6 1.33509 1.53145 1.96584
H7 -1.91523 -1.39140 -0.01708
H8 -0.33164 -1.43252 1.64279

This record from OMol25 describes 8 unconnected molecules or ions with the total composition C20H34F6O28S6 in a non-equilibrium geometry. The level of theory is ωB97M-V with the def2-TZVPD basis set.

SMILES: CCOC(=O)C(F)(F)F.CCOC(=O)C(F)(F)F.O=S1(=O)OCCO1.O=S1(=O)OCCO1.O=S1(=O)OCCO1.O=S1(=O)OCCO1.O=S1(=O)OCCO1.O=S1(=O)OCCO1
Relative energy (zero: lowest compared OMol25 entry of this formula, charge and spin), eV: 0.000
Kohn-Sham gap, Eh: 0.397
Lowest unoccupied orbital energy, eV: -0.280
Electronic energy, Eh: -5877.2265

Element x y z (Å)
S1 0.07461 1.60855 6.88206
S2 1.07795 -1.09550 1.24665
S3 -4.11921 -3.94263 -3.07060
S4 1.48366 5.08622 1.20648
S5 4.39037 -7.09546 0.25584
S6 -1.60139 1.21071 -3.68785
F1 -6.79800 0.40558 1.94191
F2 -6.15524 1.44093 3.67270
F3 7.80913 3.32700 -4.05284
F4 -5.64768 2.20226 1.64228
F5 7.06864 1.27914 -3.79347
F6 7.74359 2.27845 -5.75151
O1 -3.23666 -4.93406 -2.49269
O2 4.61410 -7.23864 -1.23860
O3 -3.66807 0.39959 3.48746
O4 2.31748 4.24686 2.08455
O5 0.33953 2.58512 7.98737
O6 -5.56847 -3.70891 -2.22848
O7 4.75409 2.20029 -3.89117
O8 0.10577 4.16029 0.88269
O9 -1.21796 -0.13395 -4.14068
O10 1.98880 4.84580 -0.36967
O11 -0.63765 0.35140 7.19706
O12 3.03966 -6.18358 0.54266
O13 5.25649 3.70498 -5.52265
O14 0.52870 0.11807 1.87184
O15 -0.64837 2.28950 -3.82444
O16 -3.01015 1.55231 -4.35697
O17 1.53398 1.22140 6.30436
O18 -0.16825 -2.08567 0.70827
O19 -0.48312 2.36246 5.51418
O20 -2.28684 1.02847 -2.12119
O21 4.42791 -8.27912 1.12691
O22 2.07235 -1.87917 1.89600
O23 -4.23356 -3.72019 -4.53052
O24 5.43248 -5.88010 0.72718
O25 1.28172 6.47763 1.51793
O26 -3.65720 -2.51400 -2.39947
O27 -4.19792 -0.43696 1.44294
O28 1.59561 -0.73460 -0.25033
C1 -0.44914 -1.93603 -0.66106
C2 7.08171 2.39269 -4.63864
C3 -3.43759 1.85334 -2.00383
C4 2.77504 1.10267 -3.45792
C5 1.27780 3.85609 -1.08266
C6 -5.77839 1.12110 2.49037
C7 -2.69606 -1.61827 4.18060
C8 3.25783 -4.79263 0.53967
C9 0.56654 2.47357 4.48901
C10 -3.99896 1.92108 -3.45282
C11 5.60146 2.85416 -4.78279
C12 -4.22810 -2.14747 -1.16837
C13 -2.42730 -0.28900 3.48546
C14 0.89763 -1.44449 -1.25164
C15 -5.30621 -3.18423 -0.90954
C16 -4.52186 0.18966 2.44316
C17 4.72980 -4.70752 0.95495
C18 0.15799 3.27907 -0.23947
C19 1.87913 2.18001 5.31074
C20 3.27878 2.36798 -4.02336
H1 -3.56421 -2.25181 -0.31020
H2 -3.25483 -2.36278 3.61352
H3 -4.74176 -1.18633 -1.14693
H4 3.34674 0.93331 -2.54547
H5 4.69985 -4.58118 2.03718
H6 0.30315 2.28134 0.17474
H7 -4.12046 1.49479 -1.23362
H8 3.00945 0.20813 -4.03494
H9 0.73476 -0.77044 -2.09261
H10 -1.24568 -1.19197 -0.66041
H11 2.29359 3.00446 5.89091
H12 2.88876 2.31763 -5.03995
H13 2.84020 3.23770 -3.53414
H14 1.69659 1.11818 -3.30044
H15 2.59415 1.60140 4.72589
H16 -4.88303 1.28937 -3.53924
H17 1.99040 3.08429 -1.37351
H18 -4.90853 -3.91380 -0.20407
H19 -1.75224 0.28096 4.12385
H20 -0.90843 -2.83643 -1.06903
H21 1.52324 -2.29337 -1.52754
H22 2.52070 -4.41182 1.24657
H23 -2.18690 -0.51190 2.44593
H24 -0.78723 3.34459 -0.77834
H25 0.60591 3.50154 4.12866
H26 -4.34327 2.89113 -3.81139
H27 -3.34141 -1.62257 5.05902
H28 3.09679 -4.52954 -0.50577
H29 -6.23189 -2.89826 -0.41012
H30 5.33172 -3.88142 0.57634
H31 -3.07368 2.81355 -1.63821
H32 -1.76313 -2.11252 4.45166
H33 0.46730 1.74529 3.68413
H34 0.90238 4.21626 -2.04049

This record from OMol25 describes a molecular structure, C29H60AlBr12O in a non-equilibrium geometry. The level of theory is ωB97M-V with the def2-TZVPD basis set.

Kohn-Sham gap, Eh: 0.216
Lowest unoccupied orbital energy, eV: 1.557
Electronic energy, Eh: -32346.7995
Net charge: -1

Element x y z (Å)
Br1 2.43785 4.21057 -2.89237
Br2 -7.94652 -3.94029 0.09723
Br3 4.99468 1.23603 -5.47054
Br4 1.44072 -6.12114 1.85594
Br5 -10.03414 -5.90412 2.44154
Br6 -5.13747 5.34921 -0.42587
Br7 2.66773 -7.27752 5.13879
Br8 -6.04218 -5.63695 3.21278
Br9 6.46965 4.43824 -4.49054
Br10 -6.07131 -1.98137 2.96622
Br11 -5.72693 2.04394 1.14689
Br12 0.47091 3.81971 -5.99137
Al1 4.09594 -0.21161 1.57137
O1 8.27528 0.75988 -1.31570
C1 5.66897 0.22783 0.33303
C2 -0.21951 -2.08155 0.44767
C3 -0.72915 -0.61571 0.39831
C4 -6.58493 4.07803 -0.68906
C5 -0.11071 3.81020 -4.13200
C6 3.82072 2.28531 3.13477
C7 -4.54934 -3.18606 3.05294
C8 2.17720 -2.52534 1.35049
C9 -2.50453 1.92108 -0.73080
C10 3.08681 1.45393 2.16377
C11 0.44676 -6.66493 3.43253
C12 -1.27556 1.23372 -1.39216
C13 5.53656 1.67410 -0.16826
C14 1.11356 -6.19211 4.69549
C15 -2.26046 3.00573 0.34043
C16 4.38256 3.04882 -5.82949
C17 0.66314 -2.42362 1.66612
C18 -6.99178 3.41656 0.60025
C19 5.53764 3.96573 -6.12879
C20 -4.81927 -4.44377 2.27337
C21 6.22436 2.06418 -1.51366
C22 0.64129 4.82088 -3.30998
C23 7.13392 1.03192 -2.12805
C24 4.34978 3.48791 2.81476
C25 -8.62360 -5.75699 -0.05824
C26 -10.01766 -5.88348 0.49691
C27 -1.04474 2.81130 1.21810
C28 2.75896 -1.36500 0.50275
C29 -1.05611 -0.24720 -1.05288
H1 5.16638 3.94571 3.35618
H2 6.26347 3.51659 -6.79828
H3 2.70320 -2.51724 2.30446
H4 -2.26746 4.00345 -0.08847
H5 2.17383 1.08179 2.64867
H6 1.45685 -5.16499 4.62718
H7 3.95766 4.01050 1.95142
H8 0.15462 4.96153 -2.34734
H9 -1.17011 4.05384 -4.16198
H10 -7.90868 -6.40061 0.44413
H11 3.94976 1.92378 4.14913
H12 0.44000 -6.29591 5.54328
H13 6.56950 0.15672 0.93774
H14 0.09659 0.01336 0.71194
H15 -7.07250 4.11705 1.42425
H16 -6.24686 3.36610 -1.43438
H17 6.84121 2.94494 -1.33851
H18 5.94734 2.32502 0.59622
H19 -10.66325 -5.06840 0.18896
H20 -0.98296 3.66229 1.89658
H21 -7.93888 2.89681 0.47338
H22 0.01824 2.79652 -3.76816
H23 -0.19099 -0.57522 -1.62793
H24 5.46157 2.30767 -2.25097
H25 2.00013 -0.73221 0.05002
H26 -0.11359 2.79896 0.67880
H27 -3.20040 1.17682 -0.35129
H28 5.63103 -0.51837 -0.45759
H29 8.27210 -0.19177 -1.14877
H30 -7.40904 4.66282 -1.09163
H31 -1.15189 1.94545 1.85769
H32 -3.90172 -5.01161 2.13294
H33 0.34432 -7.74392 3.38917
H34 -3.71452 -2.64500 2.61302
H35 3.72023 2.96429 -6.68775
H36 4.55192 -1.08559 2.86193
H37 2.76169 2.03842 1.30807
H38 -10.45996 -6.83048 0.19640
H39 -3.02198 2.41877 -1.55128
H40 -1.10661 -2.71137 0.38492
H41 -8.62327 -5.97513 -1.12383
H42 -1.56308 -0.45545 1.07810
H43 4.48414 1.94772 -0.24782
H44 -4.34808 -3.36328 4.10373
H45 0.74025 5.77882 -3.80885
H46 -3.13510 2.99805 0.99266
H47 2.42701 -3.46415 0.85908
H48 -1.50704 1.25427 -2.45850
H49 7.48746 1.41616 -3.08970
H50 0.34060 -3.41428 2.00114
H51 -0.53183 -6.20535 3.32863
H52 -5.27292 -4.24383 1.30931
H53 0.40135 -2.21703 -0.43145
H54 5.19137 4.90799 -6.54799
H55 0.48419 -1.77512 2.52035
H56 -0.35518 1.79290 -1.27059
H57 3.33438 -1.77677 -0.32746
H58 3.81693 3.35746 -4.95475
H59 -1.90067 -0.83031 -1.42181
H60 6.58030 0.12494 -2.36286

This record from OMol25 describes a molecular structure, C18H25N3O2 in a non-equilibrium geometry. The level of theory is ωB97M-V with the def2-TZVPD basis set.

Relative energy (zero: lowest compared OMol25 entry of this formula, charge and spin), eV: 20.825
Kohn-Sham gap, Eh: 0.298
Lowest unoccupied orbital energy, eV: 0.316
Electronic energy, Eh: -1014.9602

Element x y z (Å)
O1 -0.33831 -2.44176 -0.38901
O2 4.83931 -0.28385 -1.89997
N1 -4.22324 0.44466 -0.53219
N2 1.97118 -0.63817 1.11350
N3 0.51455 1.92765 0.47273
C1 -2.09722 -2.07458 0.53739
C2 -0.02429 -2.27563 0.71871
C3 -2.09915 -2.65805 -1.89990
C4 -1.18132 -2.01228 1.50502
C5 -3.81577 1.14685 0.51120
C6 -2.69786 1.53638 0.80088
C7 0.78246 0.80773 -0.63483
C8 3.99086 0.73779 -1.46674
C9 2.14210 -0.00872 -0.06064
C10 3.37308 0.76667 -0.28876
C11 -1.47098 -2.39857 -0.62436
C12 1.28377 -2.09803 1.49204
C13 -2.10634 1.53187 -1.52930
C14 -0.48649 2.80461 -0.22216
C15 1.49804 0.35916 2.09636
C16 -3.25962 0.66720 -1.55936
C17 0.35228 1.07381 1.73725
C18 -1.71831 1.96733 -0.23888
H1 -3.08486 -2.60455 -1.96696
H2 -0.55720 3.59719 0.83508
H3 -0.56014 0.46786 1.98228
H4 1.04353 1.26172 -1.30614
H5 4.13552 -1.09774 -1.52872
H6 2.26032 1.16725 2.42796
H7 -3.41883 -2.06728 0.65426
H8 4.65257 1.68536 -1.45465
H9 -1.82110 -3.76229 -2.27598
H10 0.06149 -0.15329 -0.81101
H11 -1.49094 1.55056 -2.44789
H12 -3.54166 0.33081 -2.57004
H13 1.29655 -2.21106 2.61002
H14 1.88677 -2.69586 0.75496
H15 2.22204 -0.82508 -0.73549
H16 -0.11097 3.12779 -1.06857
H17 -1.42060 -1.93244 2.60479
H18 0.09885 1.96034 2.48582
H19 3.21663 0.96851 -2.40936
H20 -4.59762 0.65979 1.30235
H21 -2.56097 2.05374 1.79379
H22 4.14849 0.23718 0.60675
H23 3.04767 1.76945 0.24544
H24 1.43116 -0.23487 3.30511
H25 -1.56540 -2.13522 -2.67278